Here is a structure of composition C60H59ClN7O5S2Ti from the Open Molecules 2025 dataset. Energies are from wB97M-V/def2-TZVPD.

- relative energy (zero: lowest compared OMol25 entry of this formula, charge and spin) (eV) = 0.710
- net charge = -1

```
135
C60H59ClN7O5S2Ti, DFT wB97M-V/def2-TZVPD
C -3.65955 0.85310 5.34738
C -2.61603 -1.65721 -2.33587
H -0.92174 0.13250 -3.36361
H -3.00741 -2.33994 -1.58069
H -1.65547 -2.78176 0.18568
C 2.88219 -4.54861 -0.90454
H 0.01170 -6.37051 -7.10537
C -3.79096 3.44457 2.69563
H 0.31940 -5.90818 -4.70186
C -1.98161 1.94631 6.69643
H -1.59720 1.02624 4.79081
C -4.64515 2.18761 2.80058
H 4.90278 4.56852 1.29381
C -4.24488 1.82261 7.48323
N 3.88053 0.17432 0.52058
C 1.52187 -2.94287 4.89819
H -1.29206 1.52205 -2.33064
H 3.71445 -4.62154 -1.60328
H -2.58622 -4.76471 1.33496
O 1.77593 -5.21001 -1.51820
H -1.44438 -6.96217 1.13994
H -0.73190 5.08412 -1.03702
H -3.39447 -1.46861 -3.07644
H -4.29508 0.18985 -1.66913
C -0.14945 -2.73820 -5.77092
H 4.99785 -0.15515 -4.79276
C 1.16974 -1.21213 3.26290
C 5.80623 2.18929 0.35166
H 3.15205 -5.04587 0.03252
N 1.44715 0.56329 1.65196
N 0.24256 -3.68161 -3.48650
C -2.19284 -0.33011 -1.68764
C -4.60375 1.14200 6.32564
C 1.09915 -2.20059 2.24567
C 4.17530 3.76645 1.35264
C -1.46495 5.98873 2.12730
H -2.20051 5.81278 2.90495
C -4.03269 0.16875 4.05247
C 0.14400 -5.09261 -5.39422
H -4.99214 2.03514 8.23870
C -1.69149 -4.86243 0.73285
C -2.33934 1.26095 5.54685
C 3.58139 1.43193 0.92252
H -3.21554 3.54726 3.62835
C 5.08658 -0.06598 0.07175
C 1.42472 0.19723 -1.59463
H -0.49835 -2.19352 -7.81089
H -4.42613 4.32469 2.57883
C -1.19711 -3.75329 0.06999
H -3.69856 5.01811 0.71885
H -0.30075 7.31853 3.34080
C 6.09246 0.90837 -0.03432
H 0.64416 -7.13237 -0.19244
H -2.65179 2.76843 8.56585
Ti 0.31231 -0.40939 0.13537
H -0.37277 -4.47718 -8.67597
H -5.08771 -0.12277 4.06576
O 2.94529 -0.47527 -4.90534
H 0.49369 -0.37160 -6.81179
N -2.93021 3.31587 1.55403
C 0.42477 6.44037 0.15409
C 0.72810 -2.70104 -2.62264
H 5.28014 -1.09521 -0.21773
C 0.55112 7.06885 1.38602
O 0.93331 -1.84539 0.98567
H -3.42434 -0.72246 3.90930
H 7.07130 0.64044 -0.41058
C 0.60713 -5.08576 -0.78713
H -1.29428 -0.40908 -6.70753
H 1.34875 2.17270 -0.74172
H -2.53274 0.89134 -3.44863
H 2.65850 -3.49828 -0.70022
C 2.94553 3.96948 1.91470
C -1.05349 -6.09146 0.62928
C 1.47721 -3.92154 3.91251
N 1.54227 -1.77129 -3.17059
H -3.64147 -0.28098 -0.08100
N -3.80191 1.02584 2.89971
C -2.16191 2.13957 1.48553
H -1.77092 -2.12915 -2.83351
H 1.52868 0.85710 3.70098
H -5.28869 2.24605 3.68213
O -0.28319 -1.49386 -5.24778
Cl 1.81178 -3.41535 6.55424
C -0.05578 -3.84520 -0.73295
H 1.16991 6.59843 -0.61642
H 4.43704 -1.53207 -5.77596
C -2.77896 4.43113 0.63760
C -2.56245 1.02560 2.21838
H -5.28656 2.12367 1.91100
C 1.29399 0.15734 2.89769
H 2.68870 4.94555 2.30556
H 1.61246 -4.96279 4.17017
C 2.28850 1.67928 1.50261
H 1.72597 -1.89709 -4.15140
C 2.01067 2.92627 2.01167
C -0.36300 -0.39437 -6.13322
H -2.71151 4.04905 -0.38363
C 1.72730 1.56937 -1.55709
S -1.64108 -0.42451 2.23951
H 4.41559 -1.63846 -3.99868
C -3.43301 0.26547 -1.00284
C 1.36667 -1.61242 4.59541
H 1.45510 -0.85854 5.36775
C 2.58692 0.22324 -3.75089
C 4.52798 2.48955 0.86585
H 0.04181 -4.53734 -2.99405
H -0.34200 0.49350 -5.50559
C 1.26145 -3.53992 2.59818
C -0.64453 5.59235 -0.08513
C 2.93757 1.54937 -3.62106
C -0.30076 -3.00536 -7.12515
H 1.04001 3.10369 2.45719
H 1.21255 -4.28797 1.81766
C -0.02696 -5.35140 -6.74326
N 0.49871 -2.74077 -1.36748
C 2.47370 2.23862 -2.51491
S -0.79743 2.13576 0.43781
C -0.23961 -4.30139 -7.61663
H -0.95302 2.25749 6.83479
C -1.70664 0.62216 -2.78641
C -1.59991 5.35606 0.89803
C -0.39322 6.83789 2.37386
H 3.53250 2.03257 -4.38678
H 6.55236 2.97329 0.28863
C 4.27283 -0.97181 -4.85572
C -2.93365 2.23160 7.66803
H -3.27115 1.31229 -0.75145
H -5.63250 0.82579 6.18601
C 1.83978 -0.45060 -2.77145
H 2.69340 3.29333 -2.39436
H 1.38226 7.73843 1.57469
C 0.10790 -3.79763 -4.87527
C 0.10751 -6.19373 -0.12147
O -1.15631 -0.53905 -0.76524
```

Here is a structure of composition C60H60AlGe2N3OS4 from the Open Molecules 2025 dataset. Energies are from wB97M-V/def2-TZVPD.

- net charge = 0

```
131
C60H60AlGe2N3OS4, DFT wB97M-V/def2-TZVPD
C 0.20273 2.57562 3.43853
C 3.43387 1.63632 -6.40563
H 4.75986 5.39897 -5.85546
H -0.81264 -6.53297 -1.69326
H 9.17927 -1.23029 0.08318
S 2.39187 -2.31767 -2.50586
C 0.06800 -3.15614 -5.02055
H -4.56300 -2.98946 -0.25994
C -3.62083 -1.06233 -0.19233
H -0.11016 3.38257 0.59581
N 0.36122 0.71021 1.97204
C 5.70804 1.65255 -0.90911
H -0.63047 1.33410 -6.00550
H 4.27499 -0.29037 -5.94543
C 4.30580 -5.96218 -1.83362
H -0.13433 3.59132 3.60471
H 1.75492 -0.03684 4.93042
Ge 1.53076 -0.55574 -3.65196
C 4.19203 5.65182 -1.42340
H 4.89026 -2.54441 1.18429
C 6.25373 0.26520 -0.77736
H 3.46208 5.67280 -2.23671
C 0.66318 -1.40925 -8.27591
C -2.22091 -2.06728 -4.72016
S 3.34882 0.73763 -3.33953
C 4.45730 -3.53678 1.08215
H 2.89611 -3.42457 -5.18773
C 1.24585 0.55264 4.17875
H 1.55289 0.50647 -8.63476
H -0.78155 3.02529 -6.49075
H 4.06852 4.07402 0.79712
C 0.93390 -4.24580 -4.82044
H 5.40540 0.83830 -6.71191
C 7.57575 0.12233 -0.36365
H -4.51893 -0.46553 -0.26827
H 5.52342 2.23858 2.25735
H 3.70334 6.01578 -0.51913
C 1.27097 -0.22932 -7.88862
H -1.85221 -1.32551 -5.42537
C -0.03418 1.96472 2.21601
H 1.04204 2.31545 5.39390
H 5.01126 3.07589 -6.34917
C -1.22348 -6.55382 -2.70715
H 4.15779 0.03254 -7.67176
O -3.35177 1.66313 0.59817
H 3.58237 -5.89821 0.17952
C 4.37095 0.49241 -6.70483
H 0.48296 -1.61263 -9.32519
N -1.24984 -1.07897 0.04174
H -2.43311 -1.54966 -3.78195
C 2.05686 1.41659 -6.24661
H 3.43952 5.77736 -4.73756
H -3.16079 -2.47480 -5.10216
C 4.73524 4.25838 -1.22819
H 5.69680 -2.29616 -3.88472
H 5.30761 0.63624 1.54145
H -0.28571 -2.90136 0.06082
C -0.28676 2.34405 -5.79291
C 1.49026 0.06310 -6.54452
C 4.94677 1.66306 1.52722
H 6.74479 2.36922 -4.10537
H 1.10888 4.57468 -5.46910
C 6.21749 -3.23609 -3.67151
C 1.12113 -0.87921 -5.56325
H 3.38928 -3.46307 1.30559
H 2.82439 -5.19126 -5.20596
C 4.99746 -5.25590 -2.81520
C 3.77443 -7.34436 -2.12168
S -0.13445 0.31863 -2.50199
H 1.30682 -0.98281 2.66916
C -2.34288 1.09139 0.20051
C 0.84995 1.86131 4.42950
C -1.62446 -4.29338 -3.75108
C -2.42715 -3.13201 -0.06098
C -1.22449 -3.17885 -4.48885
H 7.85044 -3.24562 -0.48444
C 2.28766 -4.28332 -5.48277
H 2.18922 -4.25856 -6.57130
H -1.66002 3.12790 1.40776
C 1.21410 2.48534 -5.91114
C 5.51498 -3.99468 -2.57451
C 0.50979 -5.31171 -4.04388
C 4.58196 3.58598 -0.02841
C 5.42885 3.62545 -2.25757
H 3.23726 6.06060 -6.46200
C 6.08576 -2.14916 -0.98674
H 5.58749 4.14943 -3.19562
C 5.07363 2.29299 0.15919
H 4.58319 -8.01798 -2.41288
H 5.13158 -5.70160 -3.79723
H 4.99318 6.34763 -1.68216
H 6.24711 -3.82283 -4.59065
C 8.15256 -1.13109 -0.25018
H -0.88654 -7.48120 -3.17120
H 3.27606 -7.76682 -1.24854
C -3.62821 -2.44738 -0.18385
C 0.49204 -2.07313 -5.95954
H 3.90517 1.65628 1.85032
C 5.92439 2.34018 -2.11841
H 6.25448 0.76288 -3.55903
C 5.49821 -0.87848 -1.08918
C 4.66412 -4.11078 -0.30237
C -0.75870 2.63215 1.05662
Ge 3.60318 -0.64119 -1.59343
Al 0.23365 0.25305 -0.22448
H -2.39410 -4.21264 -0.04210
C -0.77288 -5.35750 -3.50696
C 3.67650 5.38207 -5.72779
H 8.14434 1.01554 -0.12385
H 7.73217 1.48464 -2.92798
C 1.76859 3.74961 -5.72970
C 4.13023 -5.36739 -0.59607
N -1.08700 1.57497 0.12389
C 5.37080 -3.42833 -1.29595
H -2.64602 -4.33020 -3.38410
H 3.05781 -7.32303 -2.94530
C 3.12392 3.98790 -5.89221
H 4.90865 -4.18475 1.83766
C -2.41314 -0.40763 -0.05743
C 7.40958 -2.25695 -0.56392
H -2.31103 -6.58790 -2.63287
C -1.25288 -2.41385 0.01809
C 0.99231 0.01883 2.93355
S 2.43419 0.03088 0.16436
H 1.18368 -6.14577 -3.87399
C 6.70864 1.70437 -3.24162
C 3.94369 2.91548 -6.22640
H -0.21798 -3.24731 -7.59921
C 0.26801 -2.31910 -7.31286
H 7.24124 -2.98085 -3.38705
H -0.61847 2.60077 -4.78548
```

Here is a structure of composition C60H82Br2CaN4O4 from the Open Molecules 2025 dataset. Energies are from wB97M-V/def2-TZVPD.

- relative energy (zero: lowest compared OMol25 entry of this formula, charge and spin) (eV) = 0.000
- net charge = -2

```
153
C60H82Br2CaN4O4, DFT wB97M-V/def2-TZVPD
H 6.72982 6.71444 0.70658
H -3.53598 1.30589 0.92556
H 1.41292 -8.43466 -2.10831
H -7.34508 -2.84384 5.54680
C -1.51549 1.95759 5.61803
H 4.96573 -4.16817 2.78772
O 1.37093 -1.64268 0.72969
C 2.92607 0.71193 4.22580
H 4.89838 -3.25267 1.26846
C 2.32587 -3.84462 0.57136
N -2.59053 0.35116 -0.64501
H 0.28668 4.13054 -0.38491
C 3.58450 -6.80788 -2.42431
C 2.11409 -6.37970 -2.31697
Br -3.66704 2.53688 3.83178
C 0.29450 1.18360 3.66308
H -6.47551 -3.85279 4.37516
C -6.21049 -0.44924 4.93335
H 0.50235 -5.97079 -3.72795
C -6.42814 -2.92565 4.95383
H -4.21619 -3.51928 4.01115
H -4.61263 0.37708 -0.12322
C -1.16970 -3.75897 4.05567
C -2.62286 1.64520 -1.33342
N -0.20600 2.12438 -0.82838
H -5.58687 -3.00455 5.64730
C -3.68958 -0.76082 1.40972
H -2.22939 2.25832 6.37299
H 5.38925 -0.53411 -2.37442
C -2.90136 -2.75969 2.52913
C 4.37585 6.83017 -0.60890
C 2.11609 3.10811 -0.11779
H 5.29461 -0.02342 1.30831
H 1.90927 -0.75052 -1.90697
C -2.69070 -0.80027 -1.55112
H -8.46230 -1.58534 3.83912
H -5.59736 -0.03788 1.97836
C 1.35914 -2.72102 -1.35750
H -3.36370 -5.38376 1.93300
C -4.07606 -2.73286 3.28262
H 7.21675 0.27791 -1.01802
H 1.32979 -5.05253 2.87901
C 6.65454 1.16927 -0.72104
H -0.01644 2.66410 -2.88145
C 5.16466 0.82670 -0.69216
H -0.54622 -2.86101 4.01349
H 7.02192 1.48253 0.26201
Ca -0.01550 -0.01862 0.51683
H -7.58318 -0.73075 2.56497
N 1.15318 0.87013 2.64598
H 3.28948 6.93755 -0.65505
H 3.24980 6.43399 1.87318
H 3.05065 0.45073 2.06207
H -7.65504 -2.49421 2.54265
C -0.93118 -4.10270 1.60581
H -1.18793 -2.33002 -1.28668
H 4.03672 -6.92736 -1.43659
H 3.97791 0.51552 4.39807
C 4.98391 -0.33221 0.30254
H -1.65821 3.56276 -1.38784
O -1.37705 1.46068 2.00537
O 2.30998 0.75796 -0.37218
C 2.95988 -3.92946 1.97720
C -0.24850 1.61358 5.98528
H 2.13354 5.20166 0.24086
C 1.33285 -7.47666 -1.58028
H -1.46596 -1.89354 -2.97385
H 2.86098 -5.14999 3.76180
C -4.84754 -0.80796 2.16484
H 2.63305 -6.08717 2.28013
H 4.95691 1.12882 -2.83268
C 4.78254 0.33616 -2.09706
H 3.94486 -0.66313 0.33204
H 4.79543 7.28520 2.05536
N -0.15822 -0.64401 -1.86073
C 4.47813 -4.10518 1.80729
H 2.44013 0.99743 6.27935
C -1.91567 1.93147 4.27353
C 2.87701 1.91114 -0.26618
H 0.48629 0.29532 -3.63821
H 3.22166 -2.86274 3.81712
C -2.62599 -1.67684 1.65288
C 2.43078 -4.97541 -0.22985
C -1.59142 2.62744 -0.80752
H 1.37217 1.85789 -2.14540
H 4.80569 7.81614 -0.39162
H 1.20040 -3.84705 -3.14430
C 0.28706 1.86124 -2.18955
C -7.57452 -1.62169 3.19649
C 4.78862 5.80512 0.45613
H -2.02336 -6.10314 2.84738
C 2.74349 -2.68897 2.84581
H 3.18874 -1.80794 2.38717
H -1.82655 2.85958 0.23245
C 2.75894 4.31922 0.10212
H 1.70893 -7.61471 -0.56391
H 1.11434 -1.67895 -3.18716
C 1.49096 -3.88815 -2.09896
H -0.51624 -4.61911 4.24726
C 4.14430 4.44877 0.15850
C 1.99184 -5.06406 -1.55050
H 4.61658 5.60582 2.61345
C -0.17366 0.50740 -2.78868
H 0.26451 3.02424 0.97497
H -3.28528 -1.56700 -1.05186
H -0.26708 -3.24800 1.52843
C 6.31583 5.72916 0.46780
H 3.73304 0.05336 -2.12665
H 1.63370 -7.23582 -4.23757
C -1.35823 -1.48788 -1.95480
C 4.30407 2.04713 -0.32580
H 5.61332 -1.17801 0.00160
C 2.41178 -5.13123 2.76219
H 4.71900 -5.01214 1.24519
C 2.07877 0.97645 5.25948
C -1.07101 1.51882 3.23183
H -0.34292 -5.01016 1.77766
C -5.06517 -1.76485 3.15154
O -1.47691 -1.50314 1.07637
C 0.71197 1.24522 5.00605
C -2.72881 -5.26578 2.81552
H 5.96257 3.35804 -0.09504
H 6.71261 5.42283 -0.50407
C 4.88425 3.28803 -0.07735
H -1.17000 0.58092 -3.21446
H 0.27648 -7.20638 -1.50375
H -1.43347 -4.20903 0.63797
H -6.22307 0.46344 4.33032
C 0.59450 3.12606 -0.06258
C 1.67482 -2.68745 0.03822
H 2.89267 -5.85694 0.21034
H -3.61265 2.11057 -1.21733
C 1.55481 -6.26669 -3.73432
H 1.68857 -2.46351 3.00423
H 6.87849 1.96525 -1.43934
H 4.71984 6.51117 -1.59662
C -3.63282 0.36053 0.38815
H 4.16276 -6.05192 -2.96258
H -3.25109 -0.50990 -2.45096
C 4.33520 6.31514 1.83091
Br 0.22235 1.66180 7.83628
C 2.41794 0.67066 2.91256
H -7.04711 -0.41200 5.64268
H -1.85524 -3.65007 4.90177
H -2.50514 1.49487 -2.40280
H 2.10615 -5.53249 -4.32794
H 3.67420 -7.76216 -2.95783
C -1.94180 -3.94433 2.74092
H 6.67821 5.02064 1.21680
C -6.30025 -1.70057 4.04693
H -5.27347 -0.44461 5.49475
H -3.36532 -5.33976 3.70023
C 1.08717 -1.43582 -2.11552
```

no.,maximum force (hartree/bohr),DFT total energy (Eh),frontier orbital gap (hartree)
1,0.066,-5187.43340,0.1605
2,0.009,-8551.35691,0.2842
3,0.031,-8681.43999,0.2198